The following is a quantum chemistry calculation of a 3-piece molecular cluster, C6H14O2 overall, from OMol25.

The value obtained for the maximum force is 0.1138 hartree/bohr. As for the charge: 0. As for the LUMO energy: 0.5 eV. The calculation puts the energy at -387.38942 Ha. The value obtained for the energy above the lowest of the compared OMol25 structures with the same formula, charge and spin is 3.2135 eV. As for the HOMO energy: -8.42 eV. The SMILES is C=C/C(C)=C/C.O.O.

CARTESIAN COORDINATES (ANGSTROEM)
H (1.22341, 2.98219, -0.05447)
H (1.09440, -4.79226, -1.37756)
H (-1.65893, 3.33088, 0.06502)
C (2.01803, 1.12708, 0.38933)
C (-2.60262, 0.46141, 0.60722)
H (-1.98780, 2.20671, -1.38071)
H (2.50075, -2.69778, 0.41909)
H (1.73959, 0.07350, 0.52916)
C (0.95843, 1.93007, 0.12997)
H (1.39786, -3.60179, -2.12515)
H (-3.06706, 0.17700, -0.31758)
H (-2.97806, -0.28896, 1.42237)
H (3.00584, 1.33892, 0.48004)
O (2.40698, -3.32477, 1.23526)
H (-3.19131, 1.33734, 0.91958)
C (-1.22429, 2.60257, -0.66728)
O (1.25104, -3.86282, -1.29900)
H (-0.74763, 3.37330, -1.42106)
C (-1.11454, 0.54941, 0.54596)
C (-0.47160, 1.55590, -0.00349)
H (2.06077, -4.19019, 0.96518)
H (-0.61325, -0.28769, 0.93812)

Here are the natural (NBO) charges for atoms 1 to 6, given in e:
1 H 0.1976
2 H 0.4673
3 H 0.2251
4 C -0.3673
5 C -0.6581
6 H 0.2213